{
  "formula": "H18O9",
  "method": "wB97M-V/def2-TZVPD",
  "species": ["H", "H", "H", "H", "H", "H", "H", "H", "H", "H", "H", "H", "H", "H", "H", "H", "H", "H", "O", "O", "O", "O", "O", "O", "O", "O", "O"],
  "coordinates": [[0.19540, 0.63835, 0.10909], [-1.16810, 0.07580, 0.28741], [-5.75221, 3.81423, -0.50387], [-4.28347, 3.16304, -0.41775], [1.73677, -1.75817, 0.11207], [0.36228, -2.35131, 0.19622], [-4.56376, -2.38866, -0.49497], [-4.63644, -1.44607, -1.72979], [0.03692, -0.43623, -2.64012], [0.39077, -0.96542, -1.13893], [3.03594, 0.65541, -3.23600], [2.77494, -0.86964, -3.64013], [2.78429, 3.61132, 2.30575], [2.46126, 4.04935, 3.68883], [-0.94232, -2.62186, 3.87494], [-1.97738, -3.57681, 3.20363], [5.43978, 0.72349, -0.15341], [4.32555, 0.10446, 0.63431], [-0.51557, 0.13295, -0.39599], [-5.16719, 3.17928, -0.93143], [1.15633, -2.31893, 0.69939], [-4.38136, -1.49198, -0.78135], [0.77685, -0.55600, -2.00567], [2.66857, -0.14370, -2.90221], [2.10244, 3.45416, 2.95112], [-1.58242, -2.76292, 3.19041], [4.72210, 0.08589, -0.28154]],
  "relative_energy_kj_mol": 545.44,
  "smiles": "O.O.O.O.O.O.O.O.O"
}

=====

{
  "formula": "C4H11NO2",
  "method": "wB97M-V/def2-TZVPD",
  "species": ["C", "O", "C", "C", "C", "O", "N", "H", "H", "H", "H", "H", "H", "H", "H", "H", "H", "H"],
  "coordinates": [[1.47852, 1.18499, 0.45593], [2.77243, 1.00586, -0.03272], [0.53255, 0.01244, -0.10179], [-0.95526, 0.57305, -0.03866], [-1.86977, -0.53980, -0.43511], [-1.48865, -1.10961, -1.68054], [0.58781, -1.04872, 0.84136], [1.47980, 1.24936, 1.54218], [0.96824, 2.04940, 0.03291], [3.33915, 1.07162, 0.75197], [0.89471, -0.13580, -1.13648], [-0.97664, 1.39368, -0.74945], [-1.13521, 0.97817, 0.97273], [-2.91994, -0.25846, -0.46438], [-1.94759, -1.28032, 0.38478], [-2.09671, -1.82479, -1.88466], [1.47748, -1.56404, 0.78455], [-0.14090, -1.75702, 0.75737]],
  "relative_energy_kj_mol": 130.27,
  "total_charge": 1,
  "multiplicity": 2,
  "s2": 0.755
}

=====

{
  "formula": "C20H33F6N4O9PbS2",
  "method": "wB97M-V/def2-TZVPD",
  "species": ["Pb", "C", "O", "C", "C", "O", "C", "C", "O", "C", "H", "H", "H", "H", "H", "H", "H", "H", "H", "H", "H", "H", "H", "H", "O", "C", "C", "C", "C", "C", "C", "N", "H", "H", "H", "H", "H", "H", "H", "F", "C", "F", "F", "S", "O", "O", "N", "S", "O", "O", "C", "F", "F", "F", "C", "N", "C", "C", "C", "N", "C", "C", "O", "H", "H", "H", "H", "H", "H", "H", "H", "H", "H", "H", "H"],
  "coordinates": [[-0.28109, -0.92793, 0.58562], [-2.70839, 3.11927, -0.60168], [-2.64999, 2.06267, 0.31562], [-3.76069, 1.21267, 0.30182], [-3.72519, 0.28807, 1.52272], [-2.90279, -0.86533, 1.37502], [-3.57079, -2.06183, 0.99562], [-3.79929, -2.19903, -0.51318], [-2.61179, -2.62953, -1.12448], [-2.67849, -2.92543, -2.49338], [-3.60359, 3.73577, -0.45108], [-1.80939, 3.71707, -0.47378], [-2.75219, 2.74437, -1.62848], [-4.68369, 1.80987, 0.30462], [-3.75569, 0.62187, -0.63198], [-3.30899, 0.84847, 2.36572], [-4.74609, -0.01923, 1.76792], [-2.91409, -2.86843, 1.33192], [-4.52249, -2.13843, 1.53102], [-4.60639, -2.92283, -0.69998], [-4.11819, -1.23853, -0.95928], [-3.60279, -2.57853, -2.95458], [-1.81689, -2.45453, -2.98868], [-2.57889, -4.00983, -2.64188], [-0.02089, -3.46613, 0.72122], [1.20531, -3.87603, 1.31972], [1.51331, -3.02603, 2.52152], [2.31411, -3.52273, 3.55032], [2.54051, -2.74143, 4.66882], [1.96381, -1.47873, 4.73852], [1.20401, -1.05023, 3.66582], [1.00161, -1.79903, 2.58532], [-0.14449, -3.97543, -0.08858], [2.02901, -3.77753, 0.60372], [1.14041, -4.92683, 1.62742], [2.73891, -4.51253, 3.47092], [3.14711, -3.11283, 5.48522], [2.10181, -0.84073, 5.59622], [0.74481, -0.07323, 3.66162], [-0.89069, 1.31637, -5.11208], [-0.81609, 1.75327, -3.88038], [-1.69009, 2.73077, -3.68728], [0.39761, 2.22807, -3.63648], [-1.14119, 0.34917, -2.65468], [-0.45339, 0.76697, -1.44138], [-2.55129, 0.18867, -2.51118], [-0.44549, -0.94293, -3.25988], [1.00221, -1.22103, -2.69538], [1.89851, -0.11883, -2.84488], [0.94751, -1.76993, -1.33868], [1.56981, -2.72533, -3.67108], [1.53531, -2.53773, -4.96368], [2.79071, -3.04443, -3.28308], [0.73581, -3.70003, -3.32208], [0.37571, 2.82297, 2.13442], [1.53771, 2.92377, 1.29402], [2.31941, 4.14167, 1.33572], [2.81951, 4.45207, -0.06708], [3.65021, 3.27437, -0.55368], [3.07551, 2.00497, -0.19948], [3.64761, 0.84657, -0.77518], [1.97641, 1.84357, 0.61602], [1.47371, 0.71507, 0.76132], [-0.16479, 3.76987, 2.12632], [0.66531, 2.60907, 3.16862], [-0.27279, 2.02687, 1.76852], [3.16621, 4.00897, 2.02252], [1.69981, 4.94877, 1.72772], [3.43231, 5.35327, -0.04768], [1.97861, 4.62857, -0.74048], [4.66491, 3.32807, -0.12788], [3.77291, 3.30857, -1.64308], [4.67781, 1.02927, -1.07248], [3.07911, 0.55377, -1.68748], [3.56421, -0.00423, -0.10148]],
  "relative_energy_kj_mol": 174.36,
  "total_charge": 3
}

=====

{
  "formula": "C42H111F12N11O19S4",
  "method": "wB97M-V/def2-TZVPD",
  "species": ["C", "F", "F", "F", "S", "O", "O", "N", "S", "O", "O", "C", "F", "F", "F", "C", "F", "F", "F", "S", "O", "O", "N", "S", "O", "O", "C", "F", "F", "F", "C", "C", "C", "O", "C", "N", "H", "H", "H", "H", "H", "H", "H", "H", "H", "H", "H", "H", "C", "C", "C", "O", "C", "N", "H", "H", "H", "H", "H", "H", "H", "H", "H", "H", "H", "H", "C", "C", "C", "O", "C", "N", "H", "H", "H", "H", "H", "H", "H", "H", "H", "H", "H", "H", "C", "C", "C", "O", "C", "N", "H", "H", "H", "H", "H", "H", "H", "H", "H", "H", "H", "H", "C", "C", "C", "O", "C", "N", "H", "H", "H", "H", "H", "H", "H", "H", "H", "H", "H", "H", "C", "C", "C", "O", "C", "N", "H", "H", "H", "H", "H", "H", "H", "H", "H", "H", "H", "H", "C", "C", "C", "O", "C", "N", "H", "H", "H", "H", "H", "H", "H", "H", "H", "H", "H", "H", "C", "C", "C", "O", "C", "N", "H", "H", "H", "H", "H", "H", "H", "H", "H", "H", "H", "H", "C", "C", "C", "O", "C", "N", "H", "H", "H", "H", "H", "H", "H", "H", "H", "H", "H", "H", "C", "C", "O", "O", "H", "H", "H"],
  "coordinates": [[16.90839, 10.08324, 19.33362], [15.81939, 10.52318, 18.75098], [17.49840, 11.04642, 19.92962], [16.67946, 9.07246, 20.14409], [18.04459, 9.47790, 17.89144], [17.18439, 9.17040, 16.72503], [19.00813, 10.59101, 17.76788], [18.80147, 8.09842, 18.54206], [19.23569, 7.39292, 17.23982], [18.14896, 6.55531, 16.80032], [19.84460, 8.18592, 16.21436], [20.62713, 6.20974, 17.83414], [21.10348, 5.47708, 16.81273], [21.76068, 6.81641, 18.28210], [20.07821, 5.49921, 18.81905], [16.79539, 12.95139, 22.19816], [18.05112, 12.60196, 21.92561], [16.44233, 13.75976, 21.23862], [16.00558, 11.85404, 22.18024], [16.71158, 13.76202, 23.90733], [17.41688, 14.99324, 23.63772], [15.30175, 13.98889, 24.29922], [17.39255, 12.49603, 24.97270], [18.61492, 13.23443, 25.68736], [19.55999, 13.59882, 24.71275], [18.12463, 14.27581, 26.59192], [19.65556, 11.78881, 26.64458], [20.90850, 12.14293, 26.90795], [18.96576, 11.44922, 27.74418], [19.53165, 10.70745, 25.76941], [13.52959, 9.78535, 16.08560], [12.46818, 9.73303, 15.02668], [12.14916, 8.32058, 14.53813], [11.35155, 7.57038, 15.44967], [10.04555, 7.23293, 14.92480], [11.25997, 10.58327, 15.46353], [10.94823, 10.12278, 16.30665], [11.59816, 11.47810, 15.78759], [10.58269, 10.71093, 14.72523], [14.50397, 9.38005, 15.81281], [13.25225, 9.05909, 16.84962], [13.66866, 10.75495, 16.56377], [12.79355, 10.15761, 14.07696], [13.00902, 7.69693, 14.29360], [11.63528, 8.17994, 13.58722], [9.31304, 6.99543, 15.69623], [9.96077, 6.31473, 14.34358], [9.62859, 7.97126, 14.23987], [17.18975, 17.31613, 17.97431], [18.52342, 16.72891, 18.35624], [18.42861, 15.19911, 18.65961], [19.81703, 14.65914, 18.74390], [19.91890, 13.47559, 19.53547], [19.43280, 17.01465, 17.24209], [20.35311, 16.59863, 17.24951], [19.11592, 16.91344, 16.28844], [19.70313, 17.98762, 17.22351], [16.40724, 16.93746, 18.63186], [16.97370, 17.28506, 16.90639], [17.27643, 18.33917, 18.34035], [18.98764, 17.18988, 19.22809], [17.92902, 14.48901, 18.00063], [17.93312, 15.10058, 19.62548], [20.71234, 12.81538, 19.18522], [18.98041, 12.93824, 19.39908], [20.08980, 13.69690, 20.58900], [17.41103, -0.14600, 17.58979], [16.91406, 0.75065, 18.66876], [16.31339, 2.13679, 18.14893], [15.99293, 3.04415, 19.22904], [15.87791, 4.40116, 18.85016], [15.79754, 0.05297, 19.34651], [15.01744, -0.00592, 18.70771], [15.87792, -0.89606, 19.68266], [15.72956, 0.72765, 20.09503], [18.09502, -0.95502, 17.84617], [17.68550, 0.45607, 16.72361], [16.64822, -0.78126, 17.13960], [17.73534, 0.88617, 19.37249], [15.56170, 1.97877, 17.37557], [17.06479, 2.67592, 17.57201], [14.94489, 4.41561, 18.28681], [16.72096, 4.64550, 18.20388], [15.81278, 5.08566, 19.69592], [15.89379, 13.94205, 12.69166], [17.36899, 13.37780, 12.52277], [17.72733, 12.53862, 13.71769], [18.09232, 13.32804, 14.88413], [19.40378, 13.11384, 15.48709], [17.43217, 12.49302, 11.32789], [16.69482, 12.60529, 10.64686], [18.27560, 12.74470, 10.83253], [17.51276, 11.53969, 11.65155], [15.13662, 13.15845, 12.66399], [15.59994, 14.54437, 11.83203], [15.74294, 14.55009, 13.58364], [18.08044, 14.17389, 12.30328], [18.50263, 11.83841, 13.40670], [16.89624, 11.93595, 14.08401], [20.15671, 13.47415, 14.78612], [19.74351, 12.08657, 15.61894], [19.43133, 13.58577, 16.46925], [22.53564, 3.65261, 14.16275], [22.93831, 4.35722, 12.84419], [22.05818, 5.60347, 12.72967], [20.78913, 5.49215, 13.37351], [19.85925, 6.54001, 13.39511], [24.43849, 4.77719, 12.99798], [25.07340, 3.99876, 13.10302], [24.80026, 5.32318, 12.22914], [24.62060, 5.29580, 13.84531], [23.03479, 2.68444, 14.20273], [21.50807, 3.31861, 14.01906], [22.64122, 4.20509, 15.09641], [22.85031, 3.80067, 11.91113], [21.85838, 5.82094, 11.68043], [22.52301, 6.47826, 13.18440], [19.27234, 6.25780, 12.52104], [20.24691, 7.55708, 13.33687], [19.13744, 6.56445, 14.21150], [13.23949, 12.54992, 20.94893], [12.28899, 11.48390, 20.58374], [12.65740, 10.00218, 20.81053], [11.66283, 9.01105, 20.47564], [11.42664, 8.55362, 19.15131], [10.82995, 11.78337, 21.18039], [10.13640, 11.09350, 20.92906], [10.74531, 11.75837, 22.18652], [10.56874, 12.73863, 20.98203], [12.81700, 13.54671, 20.82238], [13.93636, 12.61181, 20.11308], [13.72621, 12.53564, 21.92413], [11.95008, 11.61616, 19.55625], [12.98476, 9.85911, 21.84032], [13.66206, 9.78185, 20.44968], [11.39553, 9.35887, 18.41735], [10.44812, 8.10331, 18.98453], [12.13639, 7.76156, 18.91259], [22.58126, 9.39583, 16.79767], [22.53486, 9.33174, 15.27946], [21.77227, 10.54800, 14.62087], [22.16024, 10.70375, 13.25279], [21.33719, 11.58291, 12.48084], [23.98253, 9.24320, 14.71024], [24.57360, 10.01439, 14.98592], [24.47155, 8.42075, 15.03357], [23.89712, 9.10152, 13.71388], [22.87382, 8.43820, 17.22831], [21.58012, 9.53565, 17.20544], [23.25853, 10.17171, 17.15463], [22.17189, 8.33413, 15.03220], [22.03130, 11.49485, 15.09467], [20.68310, 10.53810, 14.57954], [21.83418, 12.11241, 11.66799], [20.89796, 12.36698, 13.09761], [20.56663, 11.10491, 11.87599], [19.99805, 8.91777, 23.13638], [19.87525, 9.05645, 21.57493], [21.17626, 9.69809, 21.03611], [21.34069, 11.07693, 21.36561], [22.26548, 11.46037, 22.36996], [19.54259, 7.63815, 21.09248], [19.05483, 7.74811, 20.21493], [20.33904, 7.01708, 21.09881], [18.78935, 7.31909, 21.68486], [19.25676, 8.24715, 23.57095], [19.84826, 9.91543, 23.54911], [20.99346, 8.49093, 23.25912], [18.89793, 9.41747, 21.25458], [21.22417, 9.53035, 19.96017], [22.04908, 9.16207, 21.40889], [22.47597, 12.52413, 22.48039], [23.20787, 10.91382, 22.40590], [21.67192, 11.23063, 23.25483], [18.66983, 3.14605, 25.73887], [19.60083, 3.09286, 24.58645], [18.86904, 2.51609, 23.29348], [19.64709, 2.64706, 22.10157], [18.91351, 3.42079, 21.12864], [20.03069, 4.51523, 24.20596], [20.56803, 4.38070, 23.36140], [19.29214, 5.19239, 24.07905], [20.70563, 4.79429, 24.90359], [18.62555, 2.08916, 26.00179], [17.71665, 3.65851, 25.60882], [19.17283, 3.62412, 26.57942], [20.57817, 2.65155, 24.78178], [17.91920, 3.05079, 23.29413], [18.63045, 1.46288, 23.44154], [19.51683, 3.67679, 20.25767], [18.44175, 4.30000, 21.56742], [18.09218, 2.98688, 20.55833], [24.78291, 5.59364, 17.98473], [24.94441, 5.36965, 16.48946], [25.19303, 4.17854, 16.13950], [25.00927, 6.27448, 15.67433], [23.88958, 5.12532, 18.39794], [24.82117, 6.66826, 18.16311], [25.67162, 5.25994, 18.52040]],
  "energy_ha": -6487.09840,
  "total_charge": 6
}

=====

Number 1: maximum force 4.075 eV Å⁻¹. Number 2: maximum force 3.805 eV Å⁻¹. Number 3: maximum force 1.851 eV Å⁻¹. Number 4: maximum force 5.310 eV Å⁻¹.